H5ISi2 in the gas phase in a non-equilibrium geometry, computed with ωB97M-V with the def2-TZVPD basis set.

Its energy is -879.60835 Ha. The total charge is 0. The calculation puts the LUMO energy at -0.1027 eV. Its SMILES is [SiH3][SiH2]I. The calculation puts the relative energy (zero: lowest compared OMol25 entry of this formula, charge and spin) at 137.8 kJ/mol. The value obtained for the frontier orbital gap is 9.53 eV.

Each line ends with the Löwdin charge.
Geometry (Å):
Si1 -1.219 0.230 -0.295  0.4253
Si2 1.055 -0.070 0.409  -0.0515
I1 1.675 -2.461 0.252  0.2720
H1 -1.984 1.136 0.383  -0.1776
H2 -0.949 0.682 -1.798  -0.0669
H3 -2.223 -0.712 -0.227  -0.1581
H4 1.595 0.035 1.667  -0.2170
H5 2.050 1.161 -0.392  -0.0262

---

H5N2O2P in the gas phase in a non-equilibrium geometry, computed with ωB97M-V with the def2-TZVPD basis set.

Its energy is -604.32955 Ha. The total charge is 0. The calculation puts the LUMO energy at 0.8173 eV. Its SMILES is NNP(O)O. The calculation puts the relative energy (zero: lowest compared OMol25 entry of this formula, charge and spin) at 241.1 kJ/mol. The value obtained for the frontier orbital gap is 9.27 eV.

Each line ends with the Löwdin charge.
Geometry (Å):
N1 -1.741 -0.261 0.264  -0.0846
N2 -0.590 0.519 -0.201  -0.2916
O1 2.027 0.931 -0.101  -0.3443
O2 1.348 -1.536 0.305  -0.3129
P1 0.965 0.039 0.797  0.8133
H1 -2.500 0.011 -0.315  0.0448
H2 -1.528 -1.251 0.130  0.0541
H3 -0.723 1.419 0.151  -0.0014
H4 1.424 1.726 -0.377  0.0869
H5 1.319 -1.598 -0.653  0.0357

---

H5N2OP in the gas phase in a non-equilibrium geometry, computed with ωB97M-V with the def2-TZVPD basis set.

Its energy is -529.10923 Ha. The total charge is 0. The calculation puts the LUMO energy at 0.8612 eV. Its SMILES is N=[P@@H](N)O. The calculation puts the relative energy (zero: lowest compared OMol25 entry of this formula, charge and spin) at 134.4 kJ/mol. The value obtained for the frontier orbital gap is 9.89 eV.

Each line ends with the Löwdin charge.
Geometry (Å):
N1 -0.867 -1.318 0.123  -0.2355
N2 0.768 0.704 0.906  -0.1435
O1 0.606 -0.289 -1.674  -0.2170
P1 -0.199 0.067 -0.337  0.4811
H1 0.274 -1.012 -2.171  0.0440
H2 -1.211 -1.076 1.033  -0.0762
H3 0.642 0.147 1.800  0.0686
H4 0.905 1.707 1.214  0.0717
H5 -0.918 1.070 -0.894  0.0067

---

A gas-phase ion, H5N3P (charge -1) in a non-equilibrium geometry, computed with ωB97M-V with the def2-TZVPD basis set.

Its energy is -508.56658 Ha. The total charge is -1. The calculation puts the LUMO energy at 5.1539 eV. Its SMILES is N=[PH2][N-]N. The calculation puts the relative energy (zero: lowest compared OMol25 entry of this formula, charge and spin) at 6.9 kJ/mol. The value obtained for the frontier orbital gap is 8.07 eV.

Each line ends with the Löwdin charge.
Geometry (Å):
N1 1.576 -0.862 0.606  -0.3901
P1 0.702 0.407 0.188  0.3320
N2 -0.722 0.689 0.833  -0.4768
N3 -1.791 0.041 0.064  -0.2062
H1 1.787 -1.445 -0.197  -0.1290
H2 0.532 0.380 -1.237  -0.0501
H3 1.407 1.601 0.453  -0.0654
H4 -1.656 0.202 -0.932  -0.0172
H5 -1.730 -0.961 0.200  0.0029

---

2 unconnected molecules or ions with the total composition H5N3S in a non-equilibrium geometry, computed with ωB97M-V with the def2-TZVPD basis set.

Its energy is -565.39308 Ha. The total charge is 0. The calculation puts the LUMO energy at -0.0065 eV. The calculation puts the relative energy (zero: lowest compared OMol25 entry of this formula, charge and spin) at 0.0 kJ/mol. The value obtained for the frontier orbital gap is 9.79 eV.

Each line ends with the Löwdin charge.
Geometry (Å):
N1 -0.898 -1.391 1.179  -0.3608
N2 0.419 0.600 -1.304  -0.0160
N3 0.560 -0.367 2.945  -0.3760
S1 0.480 -0.778 1.482  0.7883
H1 -0.998 -1.690 0.221  -0.0369
H2 0.740 1.370 -0.729  0.0028
H3 0.531 0.882 -2.270  0.0107
H4 -0.576 0.504 -1.127  -0.0023
H5 -0.253 -0.532 3.526  -0.0098

---

2 unconnected molecules or ions with the total composition H5N5O in a non-equilibrium geometry, computed with ωB97M-V with the def2-TZVPD basis set.

Its energy is -351.79117 Ha. The total charge is 0. The calculation puts the LUMO energy (alpha / beta) at 0.4109 / 0.4128 eV. The calculation puts the relative energy (zero: lowest compared OMol25 entry of this formula, charge and spin) at 174.9 kJ/mol. The value obtained for the frontier orbital gap (alpha / beta) is 8.78 / 8.79 eV.

Each line ends with the Löwdin charge.
Geometry (Å):
N1 1.677 -0.057 1.230  0.0545
N2 1.568 -0.002 -0.013  -0.2222
N3 -1.742 -0.959 -0.980  0.0466
N4 0.669 0.772 -0.647  0.0239
N5 -1.360 0.066 -0.521  -0.2460
O1 -1.656 0.274 0.813  -0.0674
H1 0.890 0.176 1.788  0.0251
H2 2.329 -0.410 -0.611  0.1739
H3 -2.174 -1.757 -0.404  0.0941
H4 0.834 0.869 -1.623  0.0413
H5 -1.035 1.027 0.968  0.0762

---

H5NOS2Si in the gas phase in a non-equilibrium geometry, computed with ωB97M-V with the def2-TZVPD basis set.

Its energy is -1218.90895 Ha. The total charge is 0. The calculation puts the LUMO energy at 0.5390 eV. Its SMILES is N[Si@H](S)OS. The calculation puts the relative energy (zero: lowest compared OMol25 entry of this formula, charge and spin) at 0.0 kJ/mol. The value obtained for the frontier orbital gap is 9.50 eV.

Each line ends with the Löwdin charge.
Geometry (Å):
N1 -1.219 -1.145 -0.390  -0.1057
O1 1.327 -0.516 -0.210  -0.8323
Si1 -0.147 -0.085 0.496  0.0846
S1 2.810 -0.080 0.181  0.6875
S2 -0.565 1.970 -0.090  0.4137
H1 -1.153 -0.986 -1.349  -0.0091
H2 -1.702 -1.962 0.058  0.0591
H3 -0.320 -0.389 2.004  -0.0005
H4 2.862 1.155 -0.544  -0.0861
H5 -1.894 2.038 -0.156  -0.2111

---

3 unconnected molecules or ions with the total composition H5NOSSi in a non-equilibrium geometry, computed with ωB97M-V with the def2-TZVPD basis set.

Its energy is -820.69410 Ha. The total charge is 0. The calculation puts the LUMO energy at -0.7156 eV. The calculation puts the relative energy (zero: lowest compared OMol25 entry of this formula, charge and spin) at 193.0 kJ/mol. The value obtained for the frontier orbital gap is 8.29 eV.

Each line ends with the Löwdin charge.
Geometry (Å):
N1 0.474 0.338 1.366  -0.0688
O1 0.227 -1.938 -0.056  -0.2305
Si1 -0.696 -0.563 0.565  0.1993
S1 -2.485 0.383 -0.129  0.0328
H1 0.383 1.208 1.777  0.0031
H2 1.299 -0.090 1.640  0.0115
H3 1.125 -1.694 0.211  0.0160
H4 -0.165 2.502 -0.077  -0.0148
H5 0.167 2.999 -0.692  0.0514

---

2 unconnected molecules or ions with the total composition H5PSi in a non-equilibrium geometry, computed with ωB97M-V with the def2-TZVPD basis set.

Its energy is -633.65193 Ha. The total charge is 0. The calculation puts the LUMO energy (alpha / beta) at 1.0140 / -1.9297 eV. The calculation puts the relative energy (zero: lowest compared OMol25 entry of this formula, charge and spin) at 12.7 kJ/mol. The spin multiplicity is 3. The value obtained for the frontier orbital gap (alpha / beta) is 7.60 / 8.98 eV.

Each line ends with the Löwdin charge.
Geometry (Å):
Si1 1.133 -0.471 0.038  0.4881
P1 -2.152 -0.177 0.024  0.5328
H1 1.587 0.086 -1.277  -0.1678
H2 1.752 0.152 1.249  -0.1711
H3 0.210 -1.618 0.148  -0.1932
H4 -2.068 -0.561 -1.255  -0.2734
H5 -2.554 1.045 -0.601  -0.2154

---

30 unconnected molecules or ions with the total composition H60O30 in a non-equilibrium geometry, computed with ωB97M-V with the def2-TZVPD basis set.

Its energy is -2293.20041 Ha. The total charge is 0. The calculation puts the LUMO energy at -0.9292 eV. The calculation puts the relative energy (zero: lowest compared OMol25 entry of this formula, charge and spin) at 396.3 kJ/mol. The value obtained for the frontier orbital gap is 8.90 eV.

Each line ends with the Löwdin charge.
Geometry (Å):
O1 -2.667 -1.228 0.048  -0.0260
H1 -1.794 -0.910 0.276  0.0061
H2 -3.185 -0.433 -0.084  0.0010
O2 4.561 2.621 -2.646  -0.0479
H3 4.396 2.608 -1.703  -0.0075
H4 3.759 2.274 -3.035  0.0266
O3 -0.033 0.311 0.018  -0.0372
H5 0.836 -0.090 0.013  -0.0018
H6 -0.372 0.161 -0.865  0.0051
O4 4.981 -1.411 0.999  -0.0170
H7 5.405 -2.235 0.759  0.0829
H8 5.608 -0.980 1.580  0.0771
O5 -4.478 1.025 -0.401  -0.0322
H9 -4.404 1.541 -1.204  0.0057
H10 -5.279 1.342 0.015  0.0492
O6 0.752 3.031 1.028  -0.0477
H11 0.469 2.534 0.260  0.0328
H12 0.329 2.593 1.766  -0.0038
O7 -2.109 -3.132 3.414  -0.0552
H13 -1.946 -3.609 4.228  0.0304
H14 -1.634 -2.308 3.520  -0.0404
O8 2.157 -4.954 -0.425  -0.0609
H15 1.667 -5.675 -0.821  0.0327
H16 1.643 -4.173 -0.629  -0.0175
O9 1.591 -0.130 -6.025  -0.0505
H17 1.234 -0.392 -5.177  -0.0153
H18 1.392 0.804 -6.091  0.0126
O10 -3.641 3.122 -2.463  -0.0220
H19 -4.271 3.802 -2.698  0.0715
H20 -2.985 3.575 -1.933  0.0694
O11 1.065 -2.490 -1.554  -0.0231
H21 1.566 -2.553 -2.367  0.0672
H22 1.463 -1.757 -1.083  0.0229
O12 -2.481 1.183 -4.185  -0.0311
H23 -3.280 0.796 -4.542  0.0716
H24 -2.785 1.939 -3.683  0.0049
O13 0.060 -2.362 -4.466  -0.0361
H25 0.916 -2.687 -4.186  0.0485
H26 -0.235 -2.997 -5.120  0.0565
O14 2.559 -0.561 -0.190  -0.0583
H27 3.366 -0.949 0.147  0.0189
H28 2.697 0.383 -0.117  0.0122
O15 3.635 1.832 0.282  -0.0278
H29 3.951 1.857 1.185  0.0599
H30 3.127 2.638 0.184  0.0197
O16 2.835 4.821 0.468  -0.0502
H31 2.869 5.699 0.847  0.0402
H32 1.955 4.505 0.672  -0.0140
O17 -4.048 -3.909 -1.771  -0.0539
H33 -4.580 -3.197 -1.417  0.0217
H34 -3.224 -3.491 -2.021  -0.0306
O18 -4.325 1.566 2.999  -0.0347
H35 -3.666 2.236 2.816  0.0145
H36 -5.132 2.058 3.149  0.0556
O19 -1.422 -3.029 -1.612  -0.0674
H37 -0.520 -2.736 -1.740  -0.0343
H38 -1.757 -2.475 -0.908  0.0019
O20 4.109 0.537 4.879  -0.0573
H39 3.714 0.412 5.742  0.0382
H40 3.377 0.469 4.267  -0.0392
O21 -1.644 2.145 2.281  -0.0380
H41 -1.907 1.787 1.434  0.0598
H42 -1.484 3.073 2.110  0.0678
O22 -0.593 -0.886 3.077  -0.0324
H43 -0.566 -0.028 2.655  0.0231
H44 0.306 -1.039 3.369  0.0177
O23 -0.257 0.082 -2.823  -0.0342
H45 -0.086 -0.762 -3.240  -0.0052
H46 -1.017 0.431 -3.289  -0.0012
O24 3.139 0.050 2.404  -0.0671
H47 2.511 -0.664 2.516  0.0027
H48 3.870 -0.346 1.931  -0.0023
O25 -3.319 -0.655 4.325  -0.0499
H49 -2.604 -0.706 3.691  -0.0157
H50 -3.939 -0.036 3.939  -0.0033
O26 1.249 1.870 3.801  -0.0296
H51 1.196 2.444 4.565  0.0538
H52 2.183 1.825 3.599  0.0119
O27 -1.848 -4.052 -4.274  -0.0519
H53 -1.749 -3.338 -3.646  -0.0055
H54 -1.018 -4.528 -4.230  0.0322
O28 1.960 -1.997 3.420  -0.0130
H55 2.760 -2.053 3.942  0.0764
H56 1.856 -2.871 3.045  0.0898
O29 -0.325 2.755 -5.770  -0.0472
H57 -0.768 2.104 -5.226  -0.0107
H58 -1.023 3.139 -6.300  0.0344
O30 -1.423 1.770 5.095  -0.0555
H59 -1.896 0.944 4.990  0.0012
H60 -1.354 2.122 4.208  -0.0252